Entry 1:
{
  "formula": "C2H5N3",
  "method": "ωB97M-V with the def2-TZVPD basis set",
  "energy_ev": -6617.712,
  "multiplicity": 3,
  "s_squared": 2.008,
  "homo_lumo_gap_ev": [5.529, 6.538],
  "homo_energy_ev": [-4.62, -10.78],
  "e_above_lowest_kj_mol": 235.82,
  "e_lumo_ev": [0.91, -4.25],
  "elements": ["C", "C", "N", "N", "N", "H", "H", "H", "H", "H"],
  "coordinates": [[2.27376, 0.04470, 0.08983], [0.46850, -0.04564, 0.40953], [3.39907, 0.21964, 0.17748], [-0.21036, 1.01245, -0.11479], [-0.11044, -1.32840, -0.07196], [0.49098, -0.07431, 1.58851], [-0.07423, 1.83521, 0.38077], [-0.30813, 1.14848, -1.12844], [-0.29486, -1.21549, -1.19712], [0.65364, -1.97554, -0.01499]],
  "atomic_forces_ev_per_a": [[-2.01, -1.20, -3.49], [-3.65, -2.54, 3.43], [2.85, 0.88, 1.64], [0.41, -0.28, -1.12], [1.10, 2.70, -3.09], [-0.15, 0.34, -1.95], [0.16, 2.02, 0.90], [0.20, -0.40, 0.36], [0.47, -0.45, 3.30], [0.62, -1.06, 0.03]]
}

***

Entry 2:
{
  "formula": "C2H7N2S2",
  "method": "ωB97M-V with the def2-TZVPD basis set",
  "charge": 1,
  "energy_ev": -26829.246,
  "multiplicity": 1,
  "smiles": "N[C@H]1SS[C@@H]1[NH3+]",
  "homo_lumo_gap_ev": 7.835,
  "homo_energy_ev": -12.52,
  "e_above_lowest_kj_mol": 259.21,
  "e_lumo_ev": -4.69,
  "elements": ["N", "C", "S", "S", "C", "N", "H", "H", "H", "H", "H", "H", "H"],
  "coordinates": [[0.23227, -0.08514, 1.71225], [-0.57553, -0.06824, 0.62379], [-2.25851, 0.86370, 0.67271], [-2.02070, 0.43552, -1.43150], [0.04106, 0.49243, -0.64501], [1.06325, -0.42360, -1.15001], [0.43843, 0.87168, 2.05392], [-0.28031, -0.41604, 2.55472], [-0.84216, -1.06775, 0.38960], [0.24296, 1.49103, -0.78349], [1.62716, -0.01323, -1.97850], [0.64649, -1.24603, -1.68283], [1.68561, -0.83433, -0.33565]],
  "atomic_forces_ev_per_a": [[1.04, 1.45, 3.88], [-1.69, 1.14, -1.30], [1.16, -0.69, -1.42], [2.53, 0.36, 1.42], [-4.46, -2.21, -0.39], [1.85, -1.64, -2.07], [0.30, -0.47, -0.67], [0.60, -0.60, -0.87], [-0.59, -1.06, -0.25], [0.82, 2.13, 0.11], [-0.47, -0.36, 2.09], [0.09, 0.80, 1.29], [-1.19, 1.13, -1.84]]
}

***

Entry 3:
{
  "formula": "C4H7NO2",
  "method": "ωB97M-V with the def2-TZVPD basis set",
  "energy_ev": -9843.150,
  "multiplicity": 1,
  "homo_lumo_gap_ev": 7.609,
  "homo_energy_ev": -6.77,
  "e_above_lowest_kj_mol": 398.46,
  "e_lumo_ev": 0.84,
  "elements": ["O", "C", "C", "O", "C", "N", "C", "H", "H", "H", "H", "H", "H", "H"],
  "coordinates": [[-1.14546, -0.34427, 1.51675], [-1.05238, 0.12613, 0.16355], [-0.13091, 1.34595, 0.22502], [1.20921, 0.95847, 0.58451], [1.69912, -0.10276, -0.04753], [0.92973, -0.89256, -0.75165], [-0.48709, -0.88444, -0.73454], [-1.26193, -1.30135, 1.43393], [-2.03950, 0.43918, -0.19735], [-0.09453, 1.83374, -0.75426], [-0.43723, 2.05605, 0.99245], [2.76405, -0.25358, 0.09466], [-0.88591, -1.08576, -1.72233], [0.92787, -1.91019, -0.74546]],
  "atomic_forces_ev_per_a": [[-0.09, -0.14, 0.08], [-0.10, 0.37, -0.24], [-0.22, 0.21, -0.08], [0.15, -0.10, -0.24], [-0.29, -0.35, -0.05], [-0.43, -0.15, 0.90], [-0.64, 0.43, -0.06], [0.03, 0.17, 0.02], [0.04, 0.10, 0.10], [-0.08, 0.01, 0.12], [0.11, -0.03, -0.07], [-0.29, -0.27, -0.02], [-0.16, -0.03, 0.17], [1.97, -0.21, -0.65]]
}